{"formula": "C4H12NS2", "method": "ωB97M-V with the def2-TZVPD basis set", "lumo_ev": [-4.1, -4.3], "homo_energy_ev": [-12.90, -11.46], "total_charge": 1, "energy_ha": -1010.32469, "e_above_lowest_kcal_mol": 107.2, "symbols": ["S", "S", "N", "C", "C", "C", "C", "H", "H", "H", "H", "H", "H", "H", "H", "H", "H", "H", "H"], "coordinates": [[1.516, 1.598, -0.499], [1.573, -1.496, -0.736], [-1.430, 1.262, -0.618], [1.442, -0.072, 1.719], [-1.426, 0.098, 0.196], [-1.697, -1.097, -0.732], [1.380, 0.009, 0.186], [-0.473, 1.675, -0.834], [-0.780, -0.033, 0.999], [-0.725, -1.776, -0.725], [1.034, 0.753, 2.390], [-2.088, -0.867, -1.732], [-2.419, -1.676, -0.257], [2.435, -2.044, 0.106], [0.900, -0.863, 2.006], [-1.867, 2.121, -0.215], [2.435, -0.067, 2.033], [-1.854, 1.132, -1.489], [2.044, 1.343, -1.795]], "atomic_forces_ev_per_a": [[1.1, -0.3, -1.5], [0.0, 1.3, 0.1], [0.5, 3.6, 2.1], [-0.1, 3.9, -1.2], [-0.9, -2.2, -3.7], [2.6, -0.1, 1.2], [-0.3, -0.2, 0.6], [0.5, -0.5, 0.0], [0.5, 0.6, 1.5], [-2.0, 1.2, -0.5], [0.1, -0.3, -1.6], [0.4, 0.1, 0.2], [-1.4, -1.4, 0.7], [0.3, -0.3, 0.3], [-1.5, -3.5, 1.2], [-0.1, -0.8, 0.1], [1.9, -0.7, 0.5], [-1.1, -0.6, -1.6], [-0.7, 0.1, 1.6]], "mulliken_charge": [-0.37, -0.17, -0.11, -1.63, -0.62, -0.70, 0.49, 0.06, 0.69, 0.06, 0.39, 0.40, 0.28, 0.19, 0.60, 0.38, 0.42, 0.38, 0.25]}

***

{"formula": "C4H4BrClF2O2", "method": "ωB97M-V with the def2-TZVPD basis set", "lumo_ev": [-1.1, 0.0], "homo_energy_ev": [-7.24, -8.71], "total_charge": 0, "energy_ha": -3539.05852, "e_above_lowest_kcal_mol": 35.6, "symbols": ["Br", "Cl", "F", "F", "O", "O", "C", "C", "C", "C", "H", "H", "H", "H"], "coordinates": [[1.686, -0.884, -1.059], [2.008, -3.396, 1.039], [2.467, -0.056, 1.431], [-0.305, -2.185, 1.135], [-0.566, 1.348, -0.733], [-1.777, 0.941, 1.265], [-1.409, 1.803, -1.905], [1.436, -0.608, 0.796], [1.023, -1.885, 1.414], [-0.985, 1.155, 0.426], [1.040, -1.742, 2.564], [-1.810, 0.812, -2.269], [-2.243, 2.458, -1.584], [-0.564, 2.239, -2.518]], "atomic_forces_ev_per_a": [[0.3, 0.5, -0.5], [-0.5, 1.0, 0.2], [0.3, 0.2, 0.0], [0.9, 0.2, -0.4], [-0.8, 1.0, -0.5], [-0.9, 0.8, -1.2], [0.4, -1.3, -0.4], [-0.6, -0.4, -0.9], [-1.3, -0.6, 3.2], [2.3, -1.9, 2.3], [0.4, -0.4, -1.8], [0.4, 1.4, -0.2], [0.8, -0.2, -0.2], [-1.7, -0.3, 0.3]], "mulliken_charge": [-0.11, -0.16, -0.22, -0.23, -0.12, -0.32, -0.61, 0.13, 0.09, 0.48, 0.24, 0.29, 0.32, 0.22]}

***

{"formula": "C7H14N", "method": "ωB97M-V with the def2-TZVPD basis set", "smiles": "CC=C=C(C)[NH+](C)C", "lumo_ev": -2.8, "homo_energy_ev": -13.89, "total_charge": 1, "energy_ha": -329.48765, "e_above_lowest_kcal_mol": 75.2, "symbols": ["N", "C", "C", "C", "C", "C", "C", "C", "H", "H", "H", "H", "H", "H", "H", "H", "H", "H", "H", "H", "H", "H"], "coordinates": [[-1.244, -0.003, -0.535], [-0.051, 0.784, -0.044], [-0.843, -1.387, -0.992], [0.932, 0.247, 0.629], [3.042, -0.659, 0.096], [-2.327, -0.196, 0.476], [-0.450, 2.233, 0.041], [1.979, -0.429, 1.006], [-0.321, 2.686, -1.015], [3.052, 0.120, -0.617], [2.170, -0.761, 1.986], [-2.650, 0.799, 0.884], [-1.909, -0.549, 1.303], [2.721, -1.521, -0.367], [4.017, -0.769, 0.568], [-1.412, 2.257, 0.250], [-3.199, -0.922, 0.241], [-0.019, -1.792, -0.452], [-1.782, 0.602, -1.138], [0.224, 2.652, 0.768], [-1.619, -1.997, -1.153], [-0.310, -1.395, -1.934]], "atomic_forces_ev_per_a": [[0.1, -2.0, 0.6], [-1.0, 0.7, 1.5], [2.9, 2.5, -1.7], [-0.8, -0.8, -0.6], [2.1, 0.7, -0.3], [-2.7, 1.5, -0.5], [5.0, -0.4, -3.6], [-1.4, 1.6, 1.3], [0.0, -0.3, 1.7], [0.4, 0.7, -1.0], [-0.5, -0.3, 1.4], [-0.3, -0.8, -1.1], [2.1, -2.1, 3.4], [0.2, -2.4, -1.5], [-0.1, -0.1, -0.1], [-4.4, 0.8, 1.5], [1.6, 1.6, -0.4], [-0.2, -0.1, 1.7], [0.7, -0.2, -1.6], [-0.2, 0.8, 0.1], [-3.1, -2.2, 0.1], [-0.2, 1.0, -0.8]], "mulliken_charge": [0.03, 0.70, -0.93, -0.19, -1.11, -0.97, -1.47, -0.41, 0.32, 0.37, 0.44, 0.32, 0.52, 0.32, 0.37, 0.45, 0.33, 0.33, 0.40, 0.39, 0.41, 0.41]}

***

{"formula": "C4H4Br2N3Pt", "method": "ωB97M-V with the def2-TZVPD basis set", "lumo_ev": [2.8, 1.8], "homo_energy_ev": [-3.94, -5.17], "total_charge": -1, "spin_multiplicity": 3, "energy_ha": -5586.39928, "s_squared": 2.013, "e_above_lowest_kcal_mol": 19.4, "symbols": ["Pt", "Br", "Br", "N", "N", "N", "C", "C", "C", "C", "H", "H", "H", "H"], "coordinates": [[0.896, -0.319, 0.033], [0.914, 2.315, -0.744], [3.336, -0.378, 0.101], [-3.561, 0.058, 0.245], [-5.261, -1.566, -0.535], [-1.134, -0.195, 0.118], [2.667, 2.874, -0.490], [0.854, -2.141, 0.597], [-4.425, -0.840, -0.191], [-2.292, -0.137, 0.166], [3.004, 2.919, 0.530], [-0.103, -2.596, 0.817], [1.764, -2.719, 0.671], [3.339, 2.724, -1.316]], "atomic_forces_ev_per_a": [[0.0, 0.4, 0.2], [-0.1, 0.0, 0.0], [-0.1, 0.0, -0.1], [0.0, 0.0, 0.1], [0.0, 0.0, 0.0], [0.4, -0.1, -0.1], [0.0, 0.0, 0.0], [-0.2, -0.2, 0.0], [0.0, 0.0, 0.0], [-0.1, 0.0, -0.2], [0.0, 0.0, 0.0], [0.0, -0.1, 0.0], [0.0, 0.0, 0.1], [0.0, 0.0, 0.0]], "mulliken_charge": [0.35, -0.01, -0.53, -0.65, -0.55, -0.49, -0.66, -0.86, 0.47, 0.53, 0.37, 0.34, 0.35, 0.34]}